Molecular formula: C55H123N4OP
Method: DFT, ωB97M-V/def2-TZVPD

Summary:
spin multiplicity	2
total charge	+5
frontier orbital gap (spin up / spin down)	10.06 / 6.75	eV

Last column: Mulliken charge in e.
Element x y z (Å)
C  -26.581  14.219  -8.517  -0.17
O  -25.372  14.476  -7.789  0.26
H  -26.582  14.083  -9.599  -0.29
H  -27.084  13.270  -8.331  0.13
H  -27.324  14.996  -8.337  0.21
C  -29.587  20.014  -8.239  -1.40
C  -28.980  18.976  -7.339  -0.45
C  -27.441  19.174  -7.293  -1.06
C  -26.583  17.959  -6.750  0.08
P  -24.753  18.154  -7.230  0.53
C  -24.630  17.845  -9.133  -1.11
C  -25.028  18.850  -10.226  -0.94
C  -26.495  18.653  -10.682  1.00
C  -27.033  19.904  -11.479  -1.68
C  -24.208  19.916  -6.939  -1.48
C  -22.783  20.187  -7.493  -0.65
C  -22.626  21.696  -7.697  -0.65
C  -21.324  22.181  -8.308  -1.30
C  -23.824  17.042  -6.111  -0.09
C  -23.625  17.546  -4.699  -1.02
C  -23.127  16.361  -3.843  0.18
C  -22.742  16.811  -2.506  -1.53
H  -29.636  20.942  -7.670  0.34
H  -30.573  19.673  -8.553  0.42
H  -29.260  20.272  -9.246  0.24
H  -29.190  17.966  -7.691  0.29
H  -29.427  19.092  -6.352  0.41
H  -27.306  19.996  -6.589  0.57
H  -27.025  19.592  -8.210  0.30
H  -26.833  17.007  -7.218  -0.52
H  -26.719  17.618  -5.723  0.85
H  -25.088  16.885  -9.370  0.21
H  -23.569  17.597  -9.180  0.83
H  -24.321  18.766  -11.051  0.59
H  -24.876  19.909  -10.020  0.52
H  -27.191  18.380  -9.889  0.21
H  -26.551  17.780  -11.332  -0.79
H  -26.245  20.455  -11.993  0.37
H  -27.605  20.549  -10.813  0.39
H  -27.565  19.442  -12.311  0.40
H  -24.303  20.371  -5.953  0.78
H  -24.865  20.551  -7.533  0.61
H  -22.769  19.664  -8.449  0.33
H  -22.044  19.683  -6.870  0.40
H  -22.762  22.163  -6.721  0.40
H  -23.437  22.128  -8.284  0.37
H  -21.468  22.237  -9.387  0.34
H  -20.580  21.390  -8.406  0.34
H  -20.982  23.118  -7.868  0.35
H  -22.975  17.063  -6.796  0.74
H  -24.288  16.063  -6.227  -0.39
H  -24.606  17.863  -4.343  0.50
H  -23.020  18.452  -4.679  0.63
H  -22.197  15.999  -4.280  0.31
H  -23.951  15.672  -4.030  -0.01
H  -23.521  17.062  -1.785  0.35
H  -22.115  17.687  -2.672  0.38
H  -22.048  16.126  -2.019  0.40
C  -28.146  14.345  -12.471  -1.47
C  -26.682  13.800  -12.761  0.37
C  -25.798  14.911  -13.294  1.14
C  -26.119  15.382  -14.702  -1.22
N  -25.187  16.529  -15.229  0.37
C  -25.592  16.851  -16.716  -0.37
C  -24.332  16.693  -17.516  -0.66
C  -23.141  16.757  -16.524  -0.66
C  -23.691  16.129  -15.256  -0.70
C  -25.186  17.779  -14.317  -1.24
H  -28.669  14.302  -13.426  0.47
H  -28.176  15.299  -11.944  0.18
H  -28.618  13.617  -11.811  0.50
H  -26.682  12.948  -13.442  0.54
H  -26.224  13.450  -11.836  -0.66
H  -24.716  14.783  -13.267  0.12
H  -25.784  15.792  -12.651  -0.80
H  -27.112  15.792  -14.888  0.64
H  -26.013  14.500  -15.334  0.35
H  -26.007  17.857  -16.662  0.33
H  -26.420  16.165  -16.898  0.38
H  -24.211  17.519  -18.218  0.32
H  -24.257  15.722  -18.006  0.36
H  -22.881  17.797  -16.327  0.36
H  -22.355  16.242  -17.076  0.37
H  -23.150  16.315  -14.328  0.32
H  -23.893  15.077  -15.458  0.46
H  -24.900  17.577  -13.285  0.09
H  -26.210  18.142  -14.229  0.47
H  -24.563  18.505  -14.840  0.61
C  -28.431  15.408  -5.067  -0.64
C  -28.367  15.486  -3.551  -0.66
C  -29.751  15.736  -2.881  -0.60
C  -29.817  15.514  -1.366  -0.91
N  -30.845  16.257  -0.570  0.00
C  -32.341  16.115  -1.067  -0.59
C  -32.831  14.731  -0.449  -0.58
C  -31.848  14.377  0.640  -0.65
C  -30.952  15.591  0.795  -0.56
C  -30.396  17.705  -0.431  -0.91
H  -29.024  14.559  -5.406  0.59
H  -27.436  15.163  -5.438  -0.18
H  -28.907  16.306  -5.461  0.34
H  -27.808  16.295  -3.082  0.43
H  -27.972  14.533  -3.200  0.13
H  -30.322  14.866  -3.208  0.32
H  -30.132  16.725  -3.137  0.45
H  -28.851  15.553  -0.863  0.50
H  -30.291  14.546  -1.202  0.28
H  -32.860  16.954  -0.603  0.43
H  -32.476  16.395  -2.112  0.41
H  -33.788  14.878  0.051  0.36
H  -32.995  13.989  -1.230  0.31
H  -32.239  14.109  1.621  0.48
H  -31.180  13.556  0.381  0.30
H  -31.496  16.321  1.395  0.47
H  -29.948  15.438  1.189  0.36
H  -29.421  17.593  0.044  0.44
H  -30.940  18.322  0.284  0.41
H  -30.176  18.083  -1.430  0.31
C  -24.292  11.270  -12.696  -1.25
C  -24.362  11.066  -11.142  -0.84
C  -23.542  12.063  -10.392  1.34
C  -21.992  11.846  -10.364  -0.90
N  -21.192  13.062  -9.783  0.45
C  -21.391  14.360  -10.501  -0.34
C  -20.036  14.958  -10.777  -0.66
C  -19.089  13.735  -10.909  -0.79
C  -19.664  12.818  -9.874  -0.21
C  -21.556  13.389  -8.351  -1.74
H  -23.310  10.970  -13.063  0.42
H  -24.389  12.316  -12.987  0.07
H  -25.028  10.778  -13.333  0.41
H  -24.107  10.017  -10.989  0.57
H  -25.355  11.031  -10.695  0.24
H  -23.950  12.023  -9.382  -0.80
H  -23.727  13.089  -10.710  0.06
H  -21.467  11.803  -11.318  0.49
H  -21.679  11.020  -9.725  0.37
H  -21.957  15.051  -9.876  -0.07
H  -21.864  14.194  -11.469  0.45
H  -19.745  15.612  -9.955  0.33
H  -20.026  15.484  -11.731  0.42
H  -18.031  13.829  -10.666  0.39
H  -18.999  13.448  -11.956  0.34
H  -19.388  12.944  -8.827  0.33
H  -19.564  11.780  -10.189  0.34
H  -22.569  13.757  -8.190  0.29
H  -20.876  14.190  -8.065  0.77
H  -21.485  12.475  -7.762  0.47
C  -27.312  7.564  -2.787  -1.13
C  -26.547  8.578  -1.935  -0.70
C  -26.396  9.933  -2.599  -0.63
C  -25.753  9.830  -4.051  -0.93
N  -25.721  11.092  -4.933  0.93
C  -27.110  11.690  -5.291  0.19
C  -27.747  10.586  -6.188  -1.02
C  -26.492  10.273  -7.146  -0.49
C  -25.194  10.620  -6.365  -0.61
C  -24.830  12.208  -4.321  -0.56
C  -23.390  11.773  -4.103  -0.73
C  -22.357  12.959  -4.318  -1.15
H  -28.281  7.979  -3.064  0.29
H  -27.529  6.699  -2.160  0.42
H  -26.801  7.222  -3.688  0.31
H  -25.630  8.105  -1.586  0.40
H  -27.093  8.743  -1.006  0.40
H  -25.913  10.650  -1.935  0.28
H  -27.370  10.391  -2.777  0.28
H  -26.182  9.030  -4.654  0.43
H  -24.715  9.541  -3.890  0.49
H  -27.019  12.664  -5.770  -0.28
H  -27.679  11.915  -4.389  0.37
H  -28.567  10.954  -6.805  0.53
H  -28.072  9.677  -5.683  0.29
H  -26.505  10.713  -8.143  -0.01
H  -26.420  9.197  -7.306  0.49
H  -24.584  11.407  -6.809  0.30
H  -24.654  9.673  -6.348  0.37
H  -25.295  12.356  -3.347  0.60
H  -24.903  13.100  -4.944  0.05
H  -23.170  11.088  -4.921  0.31
H  -23.397  11.151  -3.208  0.49
H  -22.387  13.644  -3.470  0.33
H  -22.486  13.514  -5.246  0.10
H  -21.360  12.542  -4.459  0.54

---

Molecular formula: C42H35BrCl2F5N4O2PS3ScSi
Method: DFT, ωB97M-V/def2-TZVPD

Summary:
total charge	-1
frontier orbital gap	7.23	eV

Last column: Mulliken charge in e.
Element x y z (Å)
Sc  0.059  0.624  0.198  0.83
C  1.044  -1.362  -6.323  -1.03
Si  2.277  -0.608  -5.121  0.22
C  3.537  0.389  -6.101  -1.16
C  3.193  -1.982  -4.255  -0.94
C  1.319  0.618  -4.058  0.21
C  0.839  1.756  -4.693  -0.11
C  0.093  2.713  -4.014  -1.60
C  -0.141  2.503  -2.671  -0.26
N  0.293  1.421  -2.030  0.57
C  0.993  0.475  -2.688  0.68
S  1.345  -0.889  -1.683  -0.46
H  1.543  -2.024  -7.035  0.31
H  0.516  -0.591  -6.889  0.33
H  0.299  -1.952  -5.784  0.28
H  4.074  -0.255  -6.801  0.30
H  4.270  0.841  -5.429  0.33
H  3.074  1.194  -6.676  0.33
H  3.761  -2.553  -4.996  0.35
H  2.510  -2.656  -3.741  0.26
H  3.887  -1.592  -3.510  0.30
H  1.048  1.907  -5.749  0.24
H  -0.287  3.596  -4.507  0.46
H  -0.691  3.217  -2.072  0.18
F  6.167  3.817  1.677  -0.33
C  4.859  3.723  1.397  0.58
C  4.285  2.497  1.119  -0.33
F  5.037  1.391  1.127  -0.30
C  2.935  2.431  0.839  -0.81
F  2.421  1.202  0.566  0.26
C  2.083  3.534  0.817  0.94
S  0.396  3.399  0.479  -0.37
C  2.711  4.753  1.102  0.13
F  1.992  5.884  1.109  -0.34
C  4.058  4.853  1.383  0.19
F  4.608  6.047  1.649  -0.31
Br  4.406  -5.044  1.566  -0.21
C  2.745  -4.540  2.329  -0.10
C  2.224  -5.287  3.374  -0.15
N  1.065  -4.991  3.954  -0.67
C  0.394  -3.936  3.494  -0.17
C  0.846  -3.130  2.457  0.24
C  2.058  -3.440  1.856  -0.26
C  0.034  -1.938  1.996  0.10
O  -1.110  -1.801  2.424  -0.83
O  0.656  -1.165  1.192  -0.24
H  2.759  -6.150  3.753  0.36
H  -0.552  -3.704  3.966  0.53
H  2.426  -2.823  1.046  0.57
N  -1.863  0.874  0.101  0.86
P  -3.358  1.201  0.009  1.18
C  -4.517  -0.055  0.619  0.22
C  -5.872  -0.072  0.293  -0.48
C  -6.699  -1.049  0.824  -0.66
C  -6.177  -2.013  1.679  -0.47
C  -4.828  -1.999  2.002  -0.84
C  -3.995  -1.021  1.474  -0.42
C  -3.912  1.555  -1.694  0.41
C  -4.971  2.401  -2.010  -0.81
C  -5.321  2.612  -3.337  -0.75
C  -4.611  1.986  -4.352  -0.64
C  -3.543  1.154  -4.043  -0.49
C  -3.195  0.941  -2.718  -0.34
C  -3.792  2.708  0.944  -0.29
C  -4.643  2.724  2.042  -0.34
C  -4.786  3.883  2.797  -0.75
C  -4.076  5.025  2.458  -0.50
C  -3.219  5.014  1.363  -0.75
C  -3.078  3.861  0.610  -0.08
H  -6.279  0.669  -0.384  0.32
H  -7.751  -1.065  0.566  0.41
H  -6.825  -2.779  2.087  0.37
H  -4.412  -2.751  2.660  0.48
H  -2.937  -1.012  1.717  0.49
H  -5.508  2.913  -1.220  0.44
H  -6.143  3.275  -3.580  0.41
H  -4.882  2.159  -5.386  0.39
H  -2.971  0.685  -4.834  0.51
H  -2.344  0.323  -2.452  0.16
H  -5.185  1.826  2.316  0.40
H  -5.445  3.890  3.657  0.41
H  -4.179  5.923  3.055  0.37
H  -2.642  5.895  1.111  0.43
H  -2.383  3.835  -0.220  0.36
Cl  -2.062  -2.675  -0.897  -0.08
C  -1.627  -2.626  -2.606  0.67
Cl  -1.391  -4.244  -3.302  -0.23
H  -0.690  -2.080  -2.684  -0.62
H  -2.436  -2.148  -3.147  0.18
S  -0.763  1.764  4.827  -0.23
C  0.790  1.043  4.743  -0.48
C  1.088  0.757  3.454  -1.17
N  0.127  1.118  2.544  1.01
C  -0.897  1.658  3.129  -0.29
H  1.379  0.858  5.624  0.47
H  1.988  0.272  3.105  0.52
H  -1.762  2.021  2.594  0.12

---

Molecular formula: C14H28F9O11V
Method: DFT, ωB97M-V/def2-TZVPD

Summary:
spin multiplicity	2
total charge	-1
frontier orbital gap (spin up / spin down)	6.64 / 6.63	eV

Last column: Mulliken charge in e.
Element x y z (Å)
O  -13.455  16.204  20.491  -0.01
V  -13.557  14.923  19.503  1.36
C  -16.354  16.102  18.470  -0.05
O  -15.277  17.030  18.536  0.09
O  -15.655  14.886  18.490  -0.70
C  -17.309  16.433  19.719  0.74
F  -18.038  15.367  20.090  -0.32
F  -16.589  16.879  20.781  -0.22
F  -18.245  17.339  19.520  -0.31
C  -15.587  18.494  18.311  -0.36
C  -14.293  19.242  18.533  -0.81
H  -13.878  19.114  19.533  0.11
H  -13.544  18.752  17.912  0.07
H  -14.262  20.323  18.394  0.45
H  -16.299  18.866  19.048  0.27
H  -15.884  18.567  17.265  0.23
H  -16.887  16.231  17.527  0.24
C  -12.501  12.670  16.989  0.05
O  -13.393  12.479  15.941  -0.32
O  -13.352  13.130  17.997  -0.66
C  -11.521  11.476  17.219  0.68
F  -10.683  11.401  16.139  -0.32
F  -10.670  11.705  18.219  -0.24
F  -12.104  10.294  17.329  -0.28
C  -12.848  12.500  14.610  -0.21
C  -13.965  12.407  13.500  -1.24
H  -14.667  13.240  13.541  0.30
H  -13.391  12.481  12.577  0.40
H  -14.478  11.445  13.528  0.30
H  -12.256  11.613  14.384  0.23
H  -12.283  13.410  14.405  0.29
H  -11.869  13.511  16.705  0.15
C  -14.746  13.573  22.504  -0.41
O  -14.580  14.980  22.796  -0.08
O  -14.202  13.423  21.168  -0.93
C  -14.537  12.519  23.700  0.95
F  -15.720  12.109  24.032  -0.29
F  -13.783  11.495  23.241  -0.26
F  -13.999  13.007  24.779  -0.27
C  -15.391  15.646  23.721  -0.36
C  -14.722  17.018  23.856  -1.06
H  -15.081  17.633  23.031  0.16
H  -14.958  17.376  24.858  0.41
H  -13.643  16.925  23.734  0.20
H  -15.445  15.249  24.735  0.39
H  -16.401  15.737  23.321  0.28
H  -15.813  13.527  22.285  0.17
O  -12.405  16.132  18.047  -0.27
H  -12.610  16.434  17.162  0.22
H  -11.823  16.804  18.402  0.26
O  -11.622  14.327  20.367  -0.29
H  -11.491  13.473  20.778  0.20
H  -10.737  14.660  20.219  0.18
C  -9.560  18.508  21.307  -0.50
C  -11.028  18.687  20.932  -0.35
O  -11.375  18.095  19.718  -0.41
O  -8.594  19.260  20.517  -0.55
H  -9.332  17.445  21.236  0.24
H  -9.397  18.722  22.363  0.42
H  -11.369  19.719  20.842  0.39
H  -11.559  18.259  21.782  0.08
H  -11.180  18.786  19.082  0.24
H  -8.731  19.032  19.595  0.29

---

Molecular formula: C3H8O3
Method: DFT, ωB97M-V/def2-TZVPD

Summary:
frontier orbital gap	10.84	eV

Last column: Mulliken charge in e.
Element x y z (Å)
C  -0.789  -0.078  -2.584  -0.23
O  0.434  -0.820  -2.448  -0.50
C  -1.119  0.669  -1.290  -0.99
H  -0.617  0.669  -3.355  0.27
H  -1.648  -0.677  -2.889  0.23
H  0.333  -1.301  -1.609  0.31
H  -0.408  1.444  -0.974  0.28
H  -2.014  1.258  -1.527  0.30
H  -1.131  0.066  -0.378  0.33
O  0.962  -0.338  2.157  -0.46
C  1.640  -0.443  3.140  0.25
O  1.147  -0.253  4.379  -0.44
H  2.705  -0.680  3.080  0.31
H  0.505  0.484  4.299  0.34

---

Max |F| per entry: 0.069, 0.010, 0.097, 0.029 Eh/bohr